{
  "formula": "C3H5ClN4",
  "method": "the ωB97M-V functional and the def2-TZVPD basis",
  "symbols": ["N", "C", "N", "C", "Cl", "C", "N", "N", "H", "H", "H", "H", "H"],
  "positions_angstrom": [[-2.3287, -1.0669, 0.1299], [-1.0623, -0.5763, -0.0588], [-0.0070, -1.4202, -0.0786], [1.1415, -0.6464, -0.0776], [2.6745, -1.4439, -0.0258], [0.7769, 0.6794, 0.0075], [1.5830, 1.7715, 0.1040], [-0.6140, 0.7113, -0.2204], [-2.2502, -2.0346, 0.7221], [-3.0580, -1.1567, -0.7147], [2.0379, 2.0247, -0.9023], [2.2493, 1.7085, 0.8946], [-1.1429, 1.4496, 0.2203]],
  "forces_ev_per_angstrom": [[-2.984, -2.635, 0.185], [3.537, -2.160, -1.315], [-0.948, 0.707, 0.113], [-2.213, 0.010, 0.700], [-0.338, 0.648, -0.011], [0.735, -2.348, -1.204], [1.856, 2.424, -2.442], [-0.478, 0.093, 1.852], [-0.294, 3.203, -2.385], [2.601, 0.312, 2.481], [-0.977, -0.653, 3.568], [-0.424, 0.136, -1.247], [-0.072, 0.263, -0.296]],
  "smiles": "Nc1nc(Cl)c(N)[nH]1",
  "e_tot_ev": -21673.9029,
  "de_lowest_kj_mol": 141.6,
  "lumo_ev": 0.72,
  "homo_lumo_gap_ev": 8.65,
  "molar_mass_da": 132.554
}